[1]
{
  "formula": "C11H17NO2",
  "method": "wB97M-V/def2-TZVPD",
  "lumo_energy_ev": 0.75,
  "energy_ev": -17266.5472,
  "homo_ev": -8.965,
  "orbital_gap_ev": 9.7,
  "smiles": "COCc1cccc(COC)c1CN",
  "symbols": ["C", "O", "C", "C", "C", "C", "C", "C", "C", "O", "C", "C", "C", "N", "H", "H", "H", "H", "H", "H", "H", "H", "H", "H", "H", "H", "H", "H", "H", "H", "H"],
  "coordinates": [[3.02, -0.44, 1.84], [3.39, 0.26, 0.65], [2.63, -0.18, -0.48], [1.23, 0.42, -0.46], [1.18, 1.83, -0.55], [-0.02, 2.51, -0.61], [-1.22, 1.80, -0.60], [-1.20, 0.40, -0.48], [-2.55, -0.29, -0.45], [-3.41, 0.22, 0.56], [-3.10, -0.33, 1.84], [0.02, -0.33, -0.41], [0.04, -1.84, -0.26], [-0.13, -2.52, -1.52], [1.93, -0.35, 2.05], [3.59, 0.01, 2.68], [3.31, -1.51, 1.73], [3.15, 0.21, -1.38], [2.67, -1.26, -0.56], [2.10, 2.40, -0.51], [0.01, 3.58, -0.69], [-2.16, 2.33, -0.66], [-2.48, -1.38, -0.32], [-3.01, -0.16, -1.45], [-2.04, -0.10, 2.10], [-3.75, 0.17, 2.58], [-3.32, -1.41, 1.86], [0.99, -2.16, 0.21], [-0.71, -2.16, 0.48], [0.05, -3.51, -1.38], [0.60, -2.19, -2.17]]
}



[2]
{
  "formula": "C11H17NO2S",
  "method": "wB97M-V/def2-TZVPD",
  "lumo_energy_ev": [-1.42, -1.64],
  "energy_ev": -28096.7458,
  "homo_ev": [-9.186, -8.581],
  "orbital_gap_ev": [7.8, 6.9],
  "symbols": ["C", "C", "C", "C", "C", "C", "C", "C", "C", "C", "C", "N", "O", "O", "S", "H", "H", "H", "H", "H", "H", "H", "H", "H", "H", "H", "H", "H", "H", "H", "H", "H"],
  "coordinates": [[-0.77, -1.89, 3.14], [-1.94, -1.00, 1.23], [0.46, -1.92, 2.44], [-0.73, -1.06, 0.55], [-1.90, -1.29, 2.58], [0.46, -1.66, 1.06], [-3.06, -1.03, 3.45], [2.14, 1.53, -1.75], [0.57, 1.61, -3.72], [-0.22, 2.29, -1.25], [0.69, 1.30, -2.09], [2.38, -2.35, -0.96], [3.06, -1.06, 0.97], [0.24, 0.10, -2.07], [2.00, -1.24, 0.06], [-0.66, -1.86, 4.21], [-2.68, -0.34, 0.89], [1.40, -2.05, 2.94], [-0.52, -0.57, -0.42], [-3.76, -0.36, 2.86], [-3.67, -1.82, 3.82], [-2.69, -0.44, 4.31], [2.13, 1.18, -0.74], [2.81, 0.92, -2.44], [2.25, 2.58, -1.88], [-0.49, 1.41, -4.04], [1.30, 1.21, -4.39], [0.72, 2.77, -3.81], [-0.69, 2.94, -1.88], [-1.05, 1.78, -0.77], [0.47, 2.92, -0.62], [1.75, -2.55, -1.71]]
}



[3]
{
  "formula": "C11H17NOS",
  "method": "wB97M-V/def2-TZVPD",
  "lumo_energy_ev": 0.74,
  "energy_ev": -26049.5061,
  "homo_ev": -7.397,
  "orbital_gap_ev": 8.1,
  "symbols": ["C", "C", "C", "C", "C", "C", "C", "C", "C", "C", "C", "N", "O", "S", "H", "H", "H", "H", "H", "H", "H", "H", "H", "H", "H", "H", "H", "H", "H", "H", "H"],
  "coordinates": [[-1.73, -2.08, 1.29], [-1.35, -3.11, 0.43], [-1.50, -0.71, 0.93], [-0.41, -1.49, -1.06], [-0.65, -2.85, -0.74], [-0.76, -0.48, -0.16], [-2.26, 2.33, -0.94], [2.22, 0.55, 0.13], [1.64, 3.09, -0.03], [0.64, 1.48, 1.75], [1.22, 1.69, 0.36], [-0.34, -3.83, -1.57], [0.27, 0.83, -2.13], [-0.24, 1.15, -0.77], [-2.29, -2.35, 2.15], [-1.59, -4.18, 0.69], [-1.91, 0.00, 1.66], [0.15, -1.10, -1.88], [-2.83, 1.50, -0.44], [-2.41, 2.34, -2.01], [1.53, -0.21, 0.25], [2.50, 0.48, -0.91], [3.05, 0.47, 0.81], [2.65, 3.09, 0.48], [1.08, 3.93, 0.37], [1.83, 3.20, -1.12], [1.56, 1.74, 2.40], [-0.09, 2.30, 1.93], [0.28, 0.49, 2.01], [-0.16, -4.79, -1.26], [-0.08, -3.49, -2.61]]
}



[4]
{
  "formula": "C11H17O",
  "method": "wB97M-V/def2-TZVPD",
  "lumo_energy_ev": [0.85, -1.35],
  "energy_ev": -13727.2299,
  "homo_ev": [-8.911, -8.885],
  "orbital_gap_ev": [9.8, 7.5],
  "spin_multiplicity": 2,
  "s_squared": 0.7559,
  "symbols": ["C", "C", "C", "C", "C", "C", "C", "C", "C", "C", "C", "H", "H", "H", "H", "H", "H", "H", "H", "H", "H", "H", "H", "H", "H", "H", "H", "O", "H"],
  "coordinates": [[-1.09, 0.64, 3.15], [0.19, 1.03, 2.41], [0.38, 0.32, 1.12], [0.06, 0.93, -0.07], [-0.01, 0.16, -1.21], [0.61, -1.08, -1.24], [1.11, -1.62, -0.07], [1.01, -0.93, 1.13], [1.79, -2.95, -0.13], [-0.62, 0.69, -2.46], [-2.06, 0.23, -2.68], [-1.23, 1.15, 4.10], [-1.93, 0.88, 2.50], [-1.02, -0.42, 3.39], [0.20, 2.10, 2.19], [1.06, 0.90, 3.08], [-0.26, 2.02, -0.10], [0.72, -1.66, -2.15], [1.41, -1.34, 2.07], [2.16, -3.22, 0.87], [1.14, -3.78, -0.46], [2.68, -2.83, -0.77], [-0.56, 1.79, -2.40], [-0.02, 0.46, -3.36], [-2.53, 0.61, -3.58], [-2.06, -0.85, -2.78], [-2.65, 0.58, -1.83], [0.27, 3.15, -0.30], [1.29, 3.05, -0.42]]
}



[5]
{
  "formula": "C11H18",
  "method": "wB97M-V/def2-TZVPD",
  "lumo_energy_ev": 1.00,
  "energy_ev": -11698.1505,
  "homo_ev": -8.890,
  "orbital_gap_ev": 9.9,
  "smiles": "Cc1ccccc1.CC(C)C",
  "symbols": ["C", "C", "C", "C", "C", "C", "C", "H", "H", "H", "H", "H", "H", "H", "H", "C", "C", "C", "C", "H", "H", "H", "H", "H", "H", "H", "H", "H", "H"],
  "coordinates": [[0.29, 2.51, -0.47], [0.18, 1.99, 0.92], [1.29, 2.13, 1.79], [1.13, 1.85, 3.13], [-0.05, 1.33, 3.63], [-1.12, 1.04, 2.81], [-0.97, 1.42, 1.47], [1.33, 2.49, -0.81], [0.26, 3.61, -0.46], [-0.47, 2.00, -1.05], [2.18, 2.66, 1.45], [1.95, 1.98, 3.82], [-0.02, 1.04, 4.67], [-2.00, 0.53, 3.17], [-1.83, 1.25, 0.83], [-0.08, -3.40, -1.87], [0.32, -1.95, -1.53], [0.33, -1.17, -2.89], [-0.79, -1.38, -0.60], [-0.42, -3.93, -0.98], [0.70, -4.01, -2.35], [-0.87, -3.49, -2.62], [1.30, -1.89, -1.07], [-0.17, -0.20, -2.83], [1.35, -1.07, -3.24], [-0.32, -1.69, -3.59], [-0.67, -1.34, 0.47], [-1.07, -0.42, -1.05], [-1.74, -1.91, -0.74]]
}



[6]
{
  "formula": "C11H18",
  "method": "wB97M-V/def2-TZVPD",
  "lumo_energy_ev": 1.00,
  "energy_ev": -11696.0822,
  "homo_ev": -8.678,
  "orbital_gap_ev": 9.7,
  "smiles": "c1ccccc1.CCCCC",
  "symbols": ["C", "C", "C", "C", "C", "C", "H", "H", "H", "H", "H", "H", "C", "C", "C", "C", "C", "H", "H", "H", "H", "H", "H", "H", "H", "H", "H", "H", "H"],
  "coordinates": [[-3.45, -1.34, 0.20], [-3.94, -0.07, -0.18], [-2.89, 0.88, -0.55], [-1.59, 0.48, -0.53], [-1.14, -0.76, -0.09], [-2.06, -1.69, 0.36], [-4.14, -2.09, 0.60], [-4.98, 0.13, -0.10], [-3.11, 1.89, -0.74], [-0.88, 1.25, -0.84], [-0.11, -0.91, -0.16], [-1.74, -2.64, 0.95], [3.34, -1.61, -0.48], [2.08, -1.05, 0.19], [1.82, 0.43, -0.16], [0.69, 1.08, 0.61], [0.68, 2.56, 0.25], [3.27, -1.55, -1.59], [4.27, -1.15, -0.15], [3.48, -2.72, -0.22], [2.17, -1.07, 1.31], [1.22, -1.72, -0.07], [2.74, 0.95, 0.07], [1.64, 0.58, -1.24], [0.83, 0.97, 1.69], [-0.25, 0.47, 0.43], [0.78, 2.71, -0.84], [-0.31, 2.97, 0.58], [1.57, 3.02, 0.68]]
}



[7]
{
  "formula": "C11H18",
  "method": "wB97M-V/def2-TZVPD",
  "lumo_energy_ev": 1.00,
  "energy_ev": -11697.3412,
  "homo_ev": -8.983,
  "orbital_gap_ev": 10.0,
  "smiles": "Cc1ccccc1.CC(C)C",
  "symbols": ["C", "C", "C", "C", "C", "C", "C", "H", "H", "H", "H", "H", "H", "H", "H", "C", "C", "C", "C", "H", "H", "H", "H", "H", "H", "H", "H", "H", "H"],
  "coordinates": [[1.85, 0.64, 2.51], [1.80, -0.60, 1.67], [1.97, -0.59, 0.27], [1.72, -1.72, -0.46], [1.11, -2.87, 0.10], [1.06, -2.89, 1.52], [1.30, -1.77, 2.30], [1.49, 1.52, 1.94], [2.88, 0.79, 2.90], [1.22, 0.55, 3.48], [2.45, 0.26, -0.22], [1.99, -2.10, -1.50], [0.98, -3.88, -0.29], [1.02, -3.86, 2.00], [1.08, -1.73, 3.38], [-1.02, 1.96, -0.37], [-1.66, 0.82, -1.24], [-3.14, 1.18, -1.35], [-0.96, 0.96, -2.56], [0.04, 1.88, -0.52], [-1.27, 1.87, 0.72], [-1.26, 2.97, -0.77], [-1.54, -0.02, -0.63], [-3.49, 2.14, -1.71], [-3.68, 0.34, -1.83], [-3.57, 1.34, -0.39], [-1.36, 1.75, -3.23], [0.12, 0.98, -2.53], [-1.12, 0.07, -3.22]]
}



[8]
{
  "formula": "C11H18B2F4N4O5Rh",
  "method": "wB97M-V/def2-TZVPD",
  "lumo_energy_ev": -6.03,
  "total_charge": 1,
  "energy_ev": -43124.0674,
  "homo_ev": -12.237,
  "orbital_gap_ev": 6.2,
  "symbols": ["Rh", "C", "C", "N", "O", "B", "F", "F", "O", "N", "C", "C", "C", "N", "O", "B", "F", "F", "O", "N", "C", "C", "C", "H", "H", "H", "H", "H", "H", "H", "H", "H", "H", "H", "H", "C", "O", "C", "C", "H", "H", "H", "H", "H", "H"],
  "coordinates": [[0.01, 0.14, 0.44], [3.01, 1.69, 2.95], [2.19, 0.92, 2.00], [0.90, 1.25, 1.72], [0.26, 2.12, 2.48], [-1.00, 2.67, 1.86], [-0.70, 2.98, 0.54], [-1.48, 3.67, 2.59], [-2.06, 1.55, 1.78], [-1.81, 0.66, 0.84], [-2.77, -0.01, 0.19], [-4.20, 0.38, 0.28], [-2.28, -1.12, -0.57], [-0.96, -1.22, -0.54], [-0.34, -2.28, -1.10], [0.73, -2.83, -0.19], [0.22, -2.75, 1.10], [1.11, -4.03, -0.61], [1.97, -1.90, -0.16], [1.75, -0.82, 0.55], [2.66, -0.22, 1.31], [4.04, -0.76, 1.46], [-3.12, -2.12, -1.27], [2.40, 2.46, 3.44], [3.84, 2.18, 2.43], [3.45, 1.04, 3.70], [-4.31, 1.28, 0.89], [-4.77, -0.42, 0.73], [-4.62, 0.57, -0.71], [4.15, -1.67, 0.87], [4.25, -0.99, 2.50], [4.78, -0.03, 1.12], [-4.17, -1.85, -1.28], [-3.01, -3.08, -0.76], [-2.76, -2.28, -2.29], [1.02, -0.59, -3.44], [1.23, -0.05, -2.13], [0.48, 0.84, -1.58], [-0.58, 1.57, -2.31], [-0.04, -0.68, -3.67], [1.48, -1.58, -3.43], [1.52, 0.04, -4.19], [-0.13, 1.97, -3.22], [-0.96, 2.40, -1.72], [-1.41, 0.93, -2.61]]
}



> What is the formula in the fourth record?

C11H17O